Formula: C37H29AsHgNS5
Source: OMol25
Level of theory: ωB97M-V/def2-TZVPD

LUMO energy (spin up / spin down) ... 4.31 / 3.14 eV
Orbital gap (spin up / spin down) ... 6.00 / 4.83 eV
Total charge ... -2
Spin multiplicity ... 2
HOMO (spin up / spin down) ... -1.69 / -1.69 eV

```
74
Properties=species:S:1:pos:R:3:mulliken_charge:R:1
Hg 0.5584 1.8451 -0.6856 1.12
S -0.0863 1.2799 -2.9316 -0.64
C -1.2833 -0.1018 -2.7119 0.58
C -0.8652 -1.3583 -3.0488 -0.91
C -1.6715 -2.4526 -2.8941 -0.28
C -3.0009 -2.2821 -2.5098 -0.80
C -3.4674 -0.9862 -2.3139 -0.69
C -2.5893 0.0960 -2.3517 0.65
S -3.4315 1.5484 -1.7169 -0.22
C -3.2136 3.0817 -2.7010 -0.24
C -3.3641 4.1810 -1.6786 0.21
C -2.3419 4.4939 -0.7492 0.28
C -2.6172 5.3761 0.3472 -0.19
C -3.9069 5.9750 0.3243 -0.68
C -4.8150 5.7626 -0.7308 0.63
C -5.9673 6.4702 -0.7912 -1.12
S 1.6492 3.8989 0.2427 -0.55
C 0.4156 4.1992 1.4754 0.13
C 0.3673 5.5718 1.9146 -0.72
C -0.4148 5.8944 2.9746 -0.52
C -1.0882 4.8747 3.6786 -0.42
C -1.0108 3.5439 3.2958 -0.80
C -0.2872 3.2103 2.1453 0.81
S -0.4759 1.5582 1.6121 -0.53
N -4.5257 4.8123 -1.6693 -0.56
H 0.2295 -1.3474 -3.2570 0.20
H -1.3792 -3.4504 -3.1272 0.48
H -3.6347 -3.1808 -2.5250 0.32
H -4.5078 -0.8562 -2.0761 0.40
H -3.8438 3.3154 -3.5812 0.40
H -2.1399 2.9573 -2.9832 0.08
H -1.4261 3.8692 -0.7716 -0.09
H -1.8228 5.6319 1.0545 0.42
H -4.1317 6.6537 1.1238 0.29
H -6.1602 6.9328 0.1415 0.34
H -6.4122 6.5867 -1.7560 0.36
H 0.8427 6.2546 1.1851 0.26
H -0.6360 6.9101 3.2853 0.30
H -1.7018 5.2598 4.4469 0.35
H -1.7244 2.8322 3.7016 0.33
S 2.8417 -1.0755 -2.3733 -0.37
C 3.4509 -2.6788 -2.2014 -0.03
C 4.5851 -3.2471 -2.7785 -0.43
C 4.9620 -4.5754 -2.5884 -0.33
C 4.1922 -5.4006 -1.8197 -0.83
C 3.0672 -4.8483 -1.2347 0.19
C 2.6784 -3.5481 -1.3510 0.16
As 1.3138 -2.6229 -0.3230 0.59
C 2.4464 -1.7168 1.0400 -0.18
C 1.7289 -1.0870 2.0659 -0.66
C 2.4260 -0.2659 3.0066 -0.60
C 3.8321 -0.1530 2.9588 -0.80
C 4.4767 -0.8111 1.9491 -0.44
C 3.7820 -1.6205 1.0202 0.32
C 0.8090 -4.1820 0.8868 -0.29
C -0.1950 -5.0120 0.2837 -0.14
C -0.3980 -6.2833 0.7629 -0.60
C 0.3114 -6.7306 1.9292 -0.33
C 1.2057 -5.9001 2.6438 -0.95
C 1.4139 -4.6280 2.0705 0.42
H 5.1040 -2.5437 -3.4681 0.25
H 5.8512 -4.9259 -3.1547 0.26
H 4.4695 -6.4531 -1.5714 0.29
H 2.5676 -5.5749 -0.5742 0.11
H 0.6672 -1.1486 2.0888 0.64
H 1.9266 0.2104 3.8205 0.41
H 4.2887 0.4407 3.6840 0.44
H 5.5547 -0.8013 1.7464 0.32
H 4.3427 -2.0493 0.1529 0.14
H -0.7167 -4.7285 -0.6720 0.11
H -1.1125 -6.9384 0.2460 0.34
H 0.2542 -7.7169 2.3221 0.35
H 1.5678 -6.3411 3.5258 0.46
H 2.1864 -3.9039 2.5190 0.16
```

***

Formula: C30H24F37O6P
Source: OMol25
Level of theory: ωB97M-V/def2-TZVPD

LUMO energy ... -1.24 eV
Orbital gap ... 7.83 eV
HOMO ... -9.07 eV

```
98
Properties=species:S:1:pos:R:3:mulliken_charge:R:1
C 2.4726 -2.4006 4.8464 -0.81
C 2.5742 -1.8859 3.3002 0.06
P 3.3828 -3.2237 2.2438 -0.24
C 2.1964 -4.7273 2.4072 -0.49
C 3.3787 -2.8164 0.4112 0.56
C 3.3891 -1.6000 -0.3209 0.54
C 3.3967 -0.1417 0.3071 -1.03
C 1.9544 0.4286 0.7030 0.05
C 1.0399 0.8599 -0.5194 0.74
F 1.6220 2.0717 -1.0418 -0.34
F 1.0820 -0.0569 -1.6252 -0.32
C -0.4711 1.2132 -0.1685 0.65
F -1.1580 1.5712 -1.3647 -0.27
F -0.4474 2.4131 0.6184 -0.32
C -1.2779 0.1320 0.6893 0.48
F -0.8761 0.1206 2.0613 -0.26
F -2.6301 0.6272 0.7351 -0.30
C -1.3655 -1.3338 0.0524 0.58
F -1.5113 -1.3023 -1.3654 -0.25
F -0.0614 -1.9169 0.2507 -0.03
C -2.3719 -2.3404 0.7746 0.29
F -2.0161 -3.6482 0.3062 -0.31
F -2.2140 -2.3958 2.1792 -0.24
C -3.9276 -2.1574 0.4659 0.65
F -4.5338 -1.6334 1.6379 -0.23
F -4.4747 -3.4604 0.2872 -0.24
F -4.2533 -1.3267 -0.6027 -0.18
C 3.4349 -2.0048 -1.8804 0.09
O 3.6196 -1.0900 -2.7144 -0.45
O 3.2987 -3.4045 -2.0761 -0.31
C 3.3636 -3.9309 -0.7194 0.33
O 3.3540 -5.1686 -0.6678 -0.54
H 3.3603 -3.0963 5.0025 0.34
H 1.4682 -2.9378 5.0043 -0.04
H 2.5010 -1.4945 5.5358 0.39
H 3.1044 -0.8743 3.2158 0.31
H 1.4742 -1.6868 2.9974 -0.08
H 2.8364 -5.6449 2.6041 0.36
H 1.4969 -4.5539 3.3091 -0.09
H 1.5002 -4.8308 1.5027 0.29
H 3.8683 0.5740 -0.4657 0.21
H 4.0639 -0.1921 1.2448 0.48
H 2.1367 1.3838 1.3243 0.40
H 1.4766 -0.3230 1.4091 -0.44
C -3.2047 4.4984 -1.9013 -0.52
C -4.7322 4.7239 -1.8646 0.89
C -5.4341 4.8175 -3.2219 0.10
F -4.9849 5.8433 -3.9690 -0.22
F -6.7637 5.0219 -3.0531 -0.28
F -5.0004 5.8090 -1.1015 -0.29
F -5.2719 3.6581 -1.1999 -0.32
O -2.3723 5.6565 -1.7440 -0.40
C -2.0995 6.4246 -2.8974 0.77
C -2.6847 7.8402 -2.8172 0.19
F -4.0226 7.8188 -2.6396 -0.21
F -2.4533 8.5214 -3.9654 -0.26
F -2.4965 5.7517 -3.9930 -0.28
F -0.7519 6.5064 -2.9795 -0.28
H -2.9715 3.8875 -1.0236 0.22
H -2.8954 3.8871 -2.7515 0.34
H -5.3081 3.8943 -3.7950 0.28
H -2.2441 8.3972 -1.9872 0.23
C -3.7257 -5.3036 5.4240 -0.62
C -4.4807 -4.3622 6.3878 0.85
C -4.3326 -2.8620 6.1200 0.14
F -3.0554 -2.4422 6.2090 -0.19
F -5.0335 -2.1478 7.0336 -0.29
F -4.1387 -4.6670 7.6612 -0.28
F -5.8079 -4.6657 6.2756 -0.33
O -2.4573 -5.8131 5.8636 -0.41
C -1.3226 -5.0006 5.6566 0.76
C -0.6739 -4.5438 6.9698 0.10
F -1.5391 -3.8565 7.7429 -0.22
F 0.3734 -3.7171 6.7238 -0.22
F -1.6414 -3.9769 4.8423 -0.15
F -0.4395 -5.7621 4.9681 -0.32
H -4.3485 -6.1989 5.3341 0.40
H -3.6719 -4.9021 4.4100 0.28
H -4.7120 -2.5996 5.1280 0.24
H -0.3151 -5.3990 7.5468 0.26
C 4.0927 1.1118 -6.5034 -0.72
C 5.4536 1.2168 -5.7809 0.79
C 5.3991 1.5324 -4.2845 0.61
F 4.8130 2.7184 -4.0271 -0.21
F 6.6519 1.6059 -3.7674 -0.30
F 6.2361 2.1044 -6.4398 -0.28
F 6.0679 0.0040 -5.9190 -0.32
O 3.6424 2.2676 -7.2265 -0.41
C 2.9628 3.2681 -6.4978 0.81
C 3.7281 4.5970 -6.4626 0.17
F 4.9564 4.4525 -5.9224 -0.22
F 3.0723 5.5092 -5.7047 -0.24
F 2.6550 2.8050 -5.2729 -0.27
F 1.7817 3.4535 -7.1328 -0.30
H 4.2273 0.3541 -7.2816 0.41
H 3.3108 0.7077 -5.8573 0.38
H 4.8577 0.7560 -3.7372 -0.07
H 3.8492 5.0033 -7.4693 0.23
```